(1)
The following is a DFT calculation (ωB97M-V with the def2-TZVPD basis set) of C8H15NO in the gas phase in a non-equilibrium geometry.

Each line ends with the natural charge from an NBO analysis.
Cartesian coordinates (Å):
C  -2.918182  1.144557  -0.189124  -0.6085
C  -1.883373  0.108933  0.204034  -0.1953
C  -1.102288  -0.624575  -0.909695  -0.3999
C  0.192999  -0.505986  -0.059952  -0.0357
C  0.453714  -1.782020  0.740281  -0.6133
C  1.423659  -0.073949  -0.851618  -0.4899
C  2.640873  0.301071  -0.048467  0.5700
N  2.721740  0.736603  1.146969  -0.6909
C  -0.532031  0.590883  0.775546  -0.4184
H  -2.483934  1.887082  -0.875942  0.2002
H  -3.776108  0.674720  -0.693376  0.2115
H  -3.296907  1.679487  0.694905  0.2113
H  -2.337550  -0.622917  0.888664  0.1983
H  -1.425006  -1.640706  -1.177401  0.2080
H  -1.046372  -0.016882  -1.825173  0.2005
H  0.768619  -2.595577  0.069285  0.2113
H  1.239060  -1.636572  1.496498  0.2172
H  -0.454979  -2.108821  1.265315  0.2106
H  1.722479  -0.872987  -1.547430  0.2327
H  1.175053  0.799876  -1.476282  0.2305
H  -0.283333  1.601976  0.418730  0.2060
H  -0.408645  0.558009  1.868201  0.2061
O  3.735576  0.394300  -0.818011  -0.7013
H  1.828524  0.670936  1.628365  0.3415
H  4.046403  1.332559  -0.724327  0.4975

Atoms 1-3, force components in eV/Å:
C -0.1 0.1 0.0
C -0.1 -0.2 0.2
C 0.0 -0.1 -0.2

Its maximum force is 2.02 eV/A. The orbital gap is 10.9 eV. For the relative energy (zero: lowest compared OMol25 entry of this formula, charge and spin), the calculation gives 1.1936 eV. The SMILES is [H]/N=C(/O)C[C@]1(C)C[C@H](C)C1. The HOMO energy is -10.13 eV. Its calculated total energy is -12076.33993 eV. Its spin multiplicity is 1.


(2)
The following is a DFT calculation (ωB97M-V with the def2-TZVPD basis set) of C8H15NO in the gas phase in a non-equilibrium geometry.

Each line ends with the natural charge from an NBO analysis.
Cartesian coordinates (Å):
C  -0.538182  -1.414495  1.513709  -0.6141
C  -0.743744  -0.754201  0.100665  -0.0647
C  -1.753814  -1.536051  -0.596209  -0.6058
C  0.338798  -0.106404  -0.626547  -0.3429
C  1.757898  -0.034372  -0.167311  0.6607
C  -0.847758  0.793851  -0.064167  0.0047
C  -0.518932  1.716737  1.060600  -0.6329
C  -1.954763  1.304163  -0.948041  -0.6169
H  -0.321947  -2.523902  1.243283  0.2059
H  0.290995  -1.071108  2.194031  0.2391
H  -1.502460  -1.377923  2.101044  0.2139
H  -1.996845  -1.108548  -1.610874  0.2102
H  -2.730482  -1.678770  -0.150922  0.2218
H  -1.460693  -2.605096  -0.898449  0.2082
H  0.279057  -0.214118  -1.694407  0.2150
H  2.461050  -1.205387  -1.803152  0.3891
H  3.561364  -0.034051  -0.715068  0.3973
H  0.306578  1.311129  1.699487  0.2574
H  -1.379121  1.746670  1.776663  0.2055
H  -0.294833  2.668941  0.588854  0.2132
H  -2.989370  1.151515  -0.458243  0.2191
H  -1.987730  0.779614  -1.936105  0.2115
H  -1.862362  2.432321  -1.248440  0.2177
N  2.643831  -0.138014  -1.160857  -0.8023
O  2.085370  0.359929  0.925262  -0.6106

Atoms 1-3, force components in eV/Å:
C 0.3 -1.1 -0.2
C -0.8 0.8 3.6
C -1.0 -2.2 -3.9

Its maximum force is 5.97 eV/A. The orbital gap is 9.7 eV. For the relative energy (zero: lowest compared OMol25 entry of this formula, charge and spin), the calculation gives 2.5364 eV. The SMILES is CC1(C)C(C(N)=O)C1(C)C. The HOMO energy is -9.15 eV. Its calculated total energy is -12074.99718 eV. Its spin multiplicity is 1.


(3)
The following is a DFT calculation (ωB97M-V with the def2-TZVPD basis set) of C8H15NOS in the gas phase in a non-equilibrium geometry.

Each line ends with the natural charge from an NBO analysis.
Cartesian coordinates (Å):
C  -3.975319  1.300306  0.474614  -0.5986
C  -2.557788  1.035201  -0.121817  -0.3946
C  -2.621076  -0.431945  -0.736909  -0.5397
C  0.015015  -1.090688  0.048559  -0.5598
C  1.504794  -0.989753  -0.357649  -0.0661
C  2.519496  -0.942540  0.795970  -0.4158
C  3.794850  0.036352  0.485444  -0.5215
C  3.156990  0.880776  -0.638724  0.6692
H  -4.181384  2.161069  0.768446  0.1974
H  -4.085736  0.620222  1.282699  0.1934
H  -4.804348  1.139206  -0.149343  0.1957
H  -1.922855  0.802224  1.030631  0.1805
H  -2.224786  2.014853  -0.701414  0.2448
H  -2.994204  -1.193804  -0.050238  0.2240
H  -3.237554  -0.370593  -1.725521  0.2340
H  -0.203334  -0.198071  0.841405  0.2235
H  -0.080081  -1.949261  0.648048  0.2171
H  1.950072  -1.869988  -0.960545  0.1959
H  1.966364  -0.805613  1.885633  0.2123
H  2.804592  -2.020127  1.035802  0.2202
H  3.889367  0.800435  1.313599  0.2387
H  4.985912  -0.402105  0.419009  0.2629
H  1.651855  0.450995  -1.870850  0.3958
N  2.061508  0.129699  -1.090330  -0.6133
O  3.611719  1.880666  -1.227603  -0.6063
S  -1.024063  -0.987509  -1.398922  0.2102

Atoms 1-3, force components in eV/Å:
C 2.5 -6.8 -2.4
C 0.0 -0.5 3.5
C 0.3 2.2 -2.3

Its maximum force is 8.56 eV/A. The orbital gap is 9.7 eV. For the relative energy (zero: lowest compared OMol25 entry of this formula, charge and spin), the calculation gives 4.2342 eV. The SMILES is CCCSC[C@@H]1CCC(=O)N1. The HOMO energy is -8.87 eV. Its calculated total energy is -22908.37557 eV. Its spin multiplicity is 1.


(4)
The following is a DFT calculation (ωB97M-V with the def2-TZVPD basis set) of C8H15NOS2 in the gas phase in a non-equilibrium geometry.

Each line ends with the natural charge from an NBO analysis.
Cartesian coordinates (Å):
C  -2.385127  1.959478  -0.299149  -0.3798
C  -1.191003  1.838275  0.182049  -0.1841
C  -0.059440  -0.796393  -0.694294  0.1343
C  -0.464692  -1.410586  1.635993  -0.4225
C  -1.472929  -2.602062  -0.366453  -0.4150
C  3.271961  1.125243  0.078620  -0.8117
C  -0.021722  1.611151  -0.649503  -0.4920
C  0.718051  0.412836  -0.190910  -0.4442
N  -0.600429  -1.635054  0.167290  -0.4137
O  2.574647  -1.425642  -0.767568  -0.9660
S  -0.325518  -0.928954  -2.270247  -0.1447
S  2.383909  -0.016484  -1.101889  1.2827
H  -3.321808  2.263930  0.304227  0.1989
H  -2.585898  2.065807  -1.323662  0.1975
H  -0.978737  1.805745  1.310290  0.1922
H  -0.975673  -0.464869  1.853635  0.2148
H  -1.163788  -2.055648  2.011504  0.2087
H  0.498836  -1.691891  2.057141  0.2268
H  -1.853977  -3.150839  0.437921  0.1926
H  -2.395067  -2.051276  -0.830039  0.2101
H  -1.034387  -3.341777  -1.160050  0.2382
H  4.260144  1.319236  -0.275346  0.2298
H  3.263607  0.707494  1.024571  0.2188
H  2.585473  1.952132  0.197230  0.2209
H  -0.235543  1.558641  -1.741250  0.2616
H  0.607433  2.544924  -0.525321  0.2138
H  0.901685  0.406589  0.935207  0.2319

Atoms 1-3, force components in eV/Å:
C -3.8 1.7 1.5
C 0.7 -0.6 2.7
C 0.0 0.9 1.2

Its maximum force is 4.41 eV/A. The orbital gap is 8.7 eV. For the relative energy (zero: lowest compared OMol25 entry of this formula, charge and spin), the calculation gives 4.5181 eV. The HOMO energy is -8.04 eV. Its calculated total energy is -33744.00912 eV. Its spin multiplicity is 1.